114
Properties=species:S:1:pos:R:3:lowdin_spin:R:1 method="wB97M-V/def2-TZVPD" spin_multiplicity=5 e_tot_ha=-2899.9783 largest_force_ev_per_a=1.1 lumo_energy_ha="-0.01282 / -0.05862"
Pt -1.24909 -0.06869 0.65126 1.56
N -1.59132 1.98629 1.96081 0.11
C -2.75999 2.77299 1.81477 0.01
C -3.39235 3.24961 2.95648 0.01
C -4.51863 4.04796 2.86226 0.00
C -5.02781 4.36148 1.61031 0.01
C -4.41855 3.84375 0.47639 0.00
C -3.27141 3.04337 0.54556 0.01
C -2.73709 2.42013 -0.71029 0.07
C -2.86941 3.12893 -1.90912 0.01
C -2.70519 2.51318 -3.14438 0.04
C -2.42685 1.15495 -3.20164 0.00
C -2.20381 0.46142 -2.02274 0.08
C -2.28986 1.08607 -0.77240 0.28
H -1.41530 1.71043 2.91373 0.00
H -0.78325 2.37687 1.50120 0.00
H -2.98945 2.98517 3.93267 0.00
H -4.99629 4.42062 3.76034 0.00
H -5.90989 4.98621 1.51437 0.00
H -4.86927 4.02235 -0.49299 0.00
H -3.12614 4.18210 -1.86933 0.00
H -2.82446 3.08909 -4.05550 0.00
H -2.36021 0.63818 -4.15269 0.00
H -1.97478 -0.59416 -2.06539 0.01
C -3.99143 -5.41806 7.05018 0.00
C -3.37159 -4.43959 6.07870 0.00
C -2.04635 -4.57253 5.66745 0.00
C -1.49184 -3.70046 4.73511 0.00
C -2.27093 -2.66925 4.22593 0.01
C -3.59340 -2.51595 4.62827 0.00
C -4.13205 -3.39841 5.54756 0.00
S -1.56333 -1.53459 3.06826 0.03
O -1.34167 -0.28847 3.81034 0.00
O -0.35237 -2.17094 2.57567 0.04
N -2.68022 -1.28010 1.97289 0.20
C -3.16514 -2.49776 1.26967 0.01
C -2.36721 -2.90475 0.02548 0.01
O -2.62362 -4.00460 -0.45966 0.01
O -1.54049 -2.01048 -0.43102 0.15
H -3.23325 -6.05609 7.50638 0.00
H -4.70932 -6.06524 6.53672 0.00
H -4.53051 -4.89883 7.84796 0.00
H -1.44114 -5.37958 6.06992 0.00
H -0.47432 -3.82854 4.38022 0.00
H -4.19314 -1.70934 4.21408 0.00
H -5.16810 -3.28082 5.85616 0.00
H -4.17293 -2.31523 0.90851 0.00
H -3.17488 -3.37667 1.90290 0.00
C 3.31517 0.82739 4.32689 0.00
N 1.93580 0.34456 4.00397 0.00
C 1.86211 -1.14978 4.20157 0.00
C 1.36757 0.84454 2.65703 0.00
C 1.84169 0.15233 1.41114 0.08
C 3.24248 -0.08727 1.23370 0.33
C 3.69235 -0.97666 0.23681 0.02
C 2.81170 -1.44284 -0.67719 0.25
C 1.40880 -0.89864 -0.79733 0.08
C 0.91983 -0.19229 0.46074 0.40
H 3.46136 0.74519 5.39900 0.00
H 3.43141 1.86089 4.01150 0.00
H 4.03343 0.20094 3.82207 0.00
H 1.31363 0.76079 4.68577 0.00
H 2.30352 -1.63092 3.33484 0.00
H 0.83060 -1.43197 4.27939 0.00
H 2.40372 -1.39971 5.11150 0.00
H 1.57845 1.91763 2.66116 0.00
H 0.30178 0.67241 2.72297 0.01
H 3.97441 0.39114 1.86781 0.02
H 4.74055 -1.26200 0.19897 0.00
H 3.12144 -2.13771 -1.45336 0.01
H 0.72411 -1.73546 -0.92230 0.02
C -1.03376 -3.86215 -4.43742 0.00
C 0.18280 -2.97017 -4.33957 0.00
C 1.24159 -3.09428 -5.23909 0.00
C 2.37817 -2.30633 -5.10592 0.00
C 3.54457 -2.45408 -6.06059 0.00
C 2.43278 -1.36485 -4.07540 0.00
C 1.35990 -1.17010 -3.19986 0.00
C 0.25792 -2.01548 -3.33284 0.00
N 1.35985 -0.18041 -2.13988 0.05
C 1.95090 1.20535 -2.38038 0.00
C 1.63149 1.65962 -3.82849 0.00
C 2.13927 3.08568 -4.10302 0.00
C 3.65903 3.12369 -3.89521 0.00
C 3.97686 2.75453 -2.44250 0.00
C 3.28995 3.74710 -1.49866 0.00
C 1.77594 3.68048 -1.72263 0.00
C 1.45693 4.07969 -3.16128 0.00
C 1.28249 2.25144 -1.45194 0.01
C 3.47911 1.32861 -2.14727 0.00
H -1.19522 -4.18959 -5.46479 0.00
H -1.92997 -3.35317 -4.08139 0.00
H -0.91232 -4.75249 -3.81226 0.00
H 1.18352 -3.82860 -6.04249 0.00
H 3.58463 -3.45972 -6.48523 0.00
H 4.49277 -2.25706 -5.55619 0.00
H 3.46279 -1.74729 -6.89384 0.00
H 3.34052 -0.78221 -3.96661 0.00
H -0.55225 -1.95523 -2.61209 0.00
H 0.54970 1.60240 -3.96998 0.00
H 2.08824 0.99344 -4.55544 0.00
H 1.90785 3.34565 -5.13841 0.00
H 4.05706 4.11837 -4.13537 0.00
H 4.14329 2.40493 -4.57113 0.00
H 5.05612 2.78981 -2.28315 0.00
H 3.65326 4.76442 -1.69172 0.00
H 3.53316 3.50098 -0.45655 0.00
H 1.26768 4.36261 -1.03531 0.00
H 1.80581 5.10275 -3.36077 0.00
H 0.37417 4.05647 -3.31701 0.00
H 0.20010 2.19334 -1.57752 0.00
H 1.51421 2.00919 -0.41728 0.00
H 3.70343 1.08529 -1.10948 0.00
H 4.02943 0.62278 -2.77205 0.00